Entry from the OMol25 dataset: a cluster of 2 separate species, C6H14N2O4P2 in total at a distorted geometry (ωB97M-V with the def2-TZVPD basis set).

Geometry (Å):
C  -2.60124  0.98384  0.40640
C  -1.84925  0.36771  1.54518
C  -2.21423  0.45696  -0.91349
C  -0.31000  0.49768  1.27648
C  -0.69045  0.68844  -1.18699
C  -0.00347  0.01218  -0.07789
N  0.43457  -2.24362  -1.66358
N  3.72638  -0.62949  -0.30303
O  -1.18545  -2.40195  0.34623
O  3.26751  1.37359  1.44813
O  1.30554  -2.05567  0.77596
O  3.02879  1.62120  -0.98427
P  0.03617  -1.76491  -0.20612
P  2.82272  0.57618  0.24395
H  -3.66950  0.85333  0.65937
H  -2.34122  2.01360  0.37031
H  -2.14091  0.64684  2.54887
H  -1.91922  -0.66947  1.38767
H  -2.43317  -0.62969  -0.96503
H  -2.97560  0.86524  -1.72858
H  0.13023  1.52395  1.31232
H  0.34648  -0.09889  1.96315
H  -0.48919  -0.02767  -1.87619
H  -0.44424  1.67061  -1.44895
H  1.15381  -1.72620  -2.04152
H  3.61107  -1.49598  0.29531
H  1.99613  -1.44704  0.42579
H  3.40774  1.03924  -1.60950

DFT total energy	-36196.1302	eV
M	240.14	g mol⁻¹
total charge	-2
⟨S²⟩	2.008
max |F|	0.07403	Eh/bohr
spin multiplicity	3
LUMO (spin up / spin down)	0.2148 / 0.2073	hartree

Results of the Löwdin charge analysis, in e, for atoms 1 through 5: atom 1 (C): -0.268, atom 2 (C): -0.190, atom 3 (C): -0.214, atom 4 (C): -0.225, atom 5 (C): -0.195


Entry from the OMol25 dataset: a structure of composition C7H13N2S at a distorted geometry (ωB97M-V with the def2-TZVPD basis set).

Geometry (Å):
C  1.20814  0.55141  -0.52169
C  -1.75883  1.28418  1.38669
C  -1.30108  0.55832  0.34792
C  0.09418  0.11804  0.19122
C  -2.23243  0.29625  -0.77419
C  -0.57991  -2.24495  1.50865
C  3.25371  1.68631  -1.78312
N  1.30817  0.58968  0.80039
N  0.05762  -1.81606  0.27510
S  1.78763  0.67843  -2.10370
H  -2.77851  1.55192  1.51895
H  -1.19317  1.47189  2.26775
H  -3.14073  0.98199  -0.47557
H  -1.72528  0.48392  -1.76840
H  -2.46671  -0.79453  -0.90653
H  -0.49832  -3.38194  1.38462
H  0.00057  -1.75095  2.33453
H  -1.65325  -1.80505  1.62923
H  3.09424  2.73293  -1.60056
H  3.94201  1.55337  -2.53550
H  3.92862  1.38000  -0.93667
H  -0.37684  -2.02974  -0.60969
H  1.03016  -2.09540  0.37057

DFT total energy	-21274.8404	eV
M	157.26	g mol⁻¹
total charge	+1
max |F|	0.06510	Eh/bohr
energy relative to the best compared isomer or geometry (same formula, charge and spin)	463.84	kJ/mol
LUMO	-0.1321	hartree

Results of the Löwdin charge analysis, in e, for atoms 1 through 5: atom 1 (C): -0.585, atom 2 (C): 0.125, atom 3 (C): -0.357, atom 4 (C): -0.268, atom 5 (C): -0.055


Entry from the OMol25 dataset: a cluster of 2 separate species, CH4O3S in total at a distorted geometry (ωB97M-V with the def2-TZVPD basis set).

Geometry (Å):
C  -0.37590  0.05995  -0.04842
O  -1.38324  0.94151  -0.10989
O  -0.74995  -1.07801  -0.56784
O  0.81603  0.64565  -0.40245
S  2.27309  0.00674  0.21296
H  -0.36136  -0.20783  1.68441
H  -1.18904  1.54170  0.59492
H  -1.69059  -0.96957  -0.64623
H  2.66096  -0.94015  -0.71746

DFT total energy	-18075.9615	eV
M	96.11	g mol⁻¹
max |F|	0.10389	Eh/bohr
energy relative to the best compared isomer or geometry (same formula, charge and spin)	374.91	kJ/mol
LUMO	0.0129	hartree

Results of the Löwdin charge analysis, in e, for atoms 1 through 5: atom 1 (C): -0.750, atom 2 (O): 0.060, atom 3 (O): 0.106, atom 4 (O): -0.471, atom 5 (S): 0.797


Entry from the OMol25 dataset: the ion C3H9N2O2 with charge +1 at a distorted geometry (ωB97M-V with the def2-TZVPD basis set).

Geometry (Å):
C  0.81502  0.49260  -0.31375
C  -0.73981  -1.54625  0.33187
C  -0.69701  -0.03741  0.21498
N  0.97677  0.56879  -1.60257
N  1.71934  0.69317  0.59665
O  -0.80286  0.63529  1.42726
O  -1.61004  0.38476  -0.72470
H  -1.66675  -1.81221  0.84475
H  -0.77388  -1.99739  -0.65752
H  0.09836  -1.93015  0.90324
H  0.18524  0.36173  -2.20015
H  1.85585  0.83080  -2.03088
H  1.44528  0.64521  1.57092
H  2.66484  0.97192  0.36764
H  -1.63616  0.42166  1.86790
H  -1.83418  1.31747  -0.59565

DFT total energy	-10326.4579	eV
M	105.12	g mol⁻¹
total charge	+1
SMILES string	CC(O)(O)C(N)=[NH2+]
max |F|	0.05657	Eh/bohr
energy relative to the best compared isomer or geometry (same formula, charge and spin)	38.03	kJ/mol
LUMO	-0.1173	hartree

Results of the Löwdin charge analysis, in e, for atoms 1 through 5: atom 1 (C): -0.235, atom 2 (C): 0.034, atom 3 (C): -0.563, atom 4 (N): 0.240, atom 5 (N): 0.241


Entry from the OMol25 dataset: a cluster of 2 separate species, C4H12 in total at a distorted geometry (ωB97M-V with the def2-TZVPD basis set).

Geometry (Å):
C  -0.97203  -0.90585  -1.54211
C  -1.16213  -2.30599  -2.06299
H  -0.28734  -0.24951  -2.09591
H  -1.89832  -0.35057  -1.43175
H  -0.33896  -1.05374  -0.62242
H  -1.65409  -2.20378  -3.05473
H  -0.24212  -2.86808  -2.18926
H  -1.86635  -2.88350  -1.45772
C  0.73854  2.14986  1.40369
C  1.33455  1.09406  2.26821
H  1.65774  2.58975  0.95712
H  0.13474  1.79239  0.52667
H  -0.00411  2.85677  1.77879
H  1.73756  0.33298  1.59441
H  2.18516  1.35167  2.93165
H  0.63716  0.65355  2.99636

DFT total energy	-4330.5297	eV
M	60.14	g mol⁻¹
total charge	+1
⟨S²⟩	0.753
max |F|	0.02277	Eh/bohr
energy relative to the best compared isomer or geometry (same formula, charge and spin)	67.76	kJ/mol
spin multiplicity	2
LUMO (spin up / spin down)	-0.1058 / -0.4217	hartree

Results of the Löwdin charge analysis, in e, for atoms 1 through 5: atom 1 (C): -0.099, atom 2 (C): -0.097, atom 3 (H): 0.102, atom 4 (H): 0.089, atom 5 (H): 0.124


Entry from the OMol25 dataset: the molecule C3H8N2O2 at a distorted geometry (ωB97M-V with the def2-TZVPD basis set).

Geometry (Å):
O  -1.70020  -0.27221  1.40445
C  -1.59113  0.05219  0.24622
N  -2.60358  0.30547  -0.62100
C  -0.20102  0.27337  -0.40554
N  0.85784  -0.22139  0.41698
C  2.20687  0.27137  0.09989
O  2.77416  -0.50084  -0.92742
H  -3.51015  0.65720  -0.35455
H  -2.34802  0.52420  -1.56494
H  -0.21852  -0.29427  -1.34776
H  -0.19024  1.32511  -0.72240
H  0.68051  -0.15844  1.41350
H  2.25995  1.32804  -0.15727
H  2.77048  0.06478  1.01988
H  2.52246  -1.38968  -0.79647

DFT total energy	-10315.9095	eV
M	104.11	g mol⁻¹
SMILES string	NC(=O)CNCO
max |F|	0.04594	Eh/bohr
energy relative to the best compared isomer or geometry (same formula, charge and spin)	100.61	kJ/mol
LUMO	0.0280	hartree

Results of the Löwdin charge analysis, in e, for atoms 1 through 5: atom 1 (O): 0.068, atom 2 (C): -0.525, atom 3 (N): 0.149, atom 4 (C): -0.175, atom 5 (N): -0.047


Entry from the OMol25 dataset: a structure of composition C20H42N2O5SV at a distorted geometry (ωB97M-V with the def2-TZVPD basis set).

Geometry (Å):
O  0.48268  -1.02670  0.82752
V  0.79048  -1.00861  -0.75043
O  2.05239  -1.90183  -1.07493
C  2.63484  1.84205  1.53763
C  2.02038  2.63784  0.37047
C  2.62525  4.04469  0.43882
C  4.02674  4.16134  -0.16958
C  3.77528  3.80260  -1.62024
C  3.35157  2.34033  -1.81761
N  2.21815  2.08411  -0.95357
O  1.56003  0.90743  -1.13797
C  4.49873  1.32744  -1.56417
C  2.95451  2.18074  -3.28037
C  0.52809  2.76876  0.67730
H  3.70898  1.62556  1.51258
H  2.24842  0.81640  1.58071
H  2.37590  2.27776  2.50501
H  2.75437  4.37487  1.48305
H  1.93755  4.83936  0.12607
H  4.63356  3.38597  0.29938
H  4.42049  5.16202  -0.00317
H  4.71147  3.93473  -2.18214
H  3.01905  4.38734  -2.14557
H  5.28056  1.37896  -2.32135
H  4.01188  0.34684  -1.55995
H  4.94701  1.35866  -0.56630
H  2.34724  1.31800  -3.53782
H  3.83970  2.15990  -3.92685
H  2.46889  3.09861  -3.63087
H  0.08836  3.09203  -0.27377
H  0.33271  3.52155  1.44218
H  -0.01677  1.85411  0.91045
C  -3.54289  -1.17468  -2.35840
C  -2.76706  -0.89910  -1.06211
C  -3.80237  -0.90910  0.06473
C  -4.42671  -2.28245  0.26495
C  -3.32381  -3.27976  0.50639
C  -2.18497  -3.30714  -0.52447
N  -1.75637  -1.94589  -0.84873
O  -0.79985  -1.88804  -1.88239
C  -2.52726  -4.15983  -1.75972
C  -1.02525  -4.03125  0.15907
C  -2.18105  0.51913  -1.14240
H  -4.23493  -2.00624  -2.32046
H  -2.81287  -1.29093  -3.17627
H  -3.99565  -0.32492  -2.89517
H  -4.59964  -0.17746  -0.07228
H  -3.34462  -0.72721  1.04498
H  -5.07824  -2.66240  -0.53422
H  -5.13961  -2.30816  1.09779
H  -3.63545  -4.30546  0.72909
H  -2.88690  -2.99483  1.47601
H  -3.52444  -4.00402  -2.18369
H  -2.50049  -5.22671  -1.52000
H  -1.84257  -3.99050  -2.59053
H  -0.11590  -4.03801  -0.44721
H  -1.24959  -5.07143  0.40081
H  -0.75147  -3.48003  1.06256
H  -2.87561  1.22436  -0.69204
H  -1.90213  0.79260  -2.15878
H  -1.24945  0.54468  -0.56746
C  -1.13457  -2.23449  4.15088
S  -1.50221  -0.52968  3.70561
O  -2.14089  0.14880  4.87969
C  0.17273  0.14241  3.73175
H  -1.97081  -2.57855  4.77414
H  -0.29505  -2.51401  4.78852
H  -1.23993  -2.86990  3.27098
H  0.65321  -0.26861  4.62629
H  0.14460  1.21077  3.92503
H  0.76158  -0.19484  2.88255

DFT total energy	-71160.6983	eV
M	473.58	g mol⁻¹
total charge	-1
max |F|	0.06251	Eh/bohr
energy relative to the best compared isomer or geometry (same formula, charge and spin)	0.00	kJ/mol
LUMO	0.1049	hartree

Results of the Löwdin charge analysis, in e, for atoms 1 through 5: atom 1 (O): -0.409, atom 2 (V): 0.932, atom 3 (O): -0.382, atom 4 (C): -0.034, atom 5 (C): -0.501


Which formula does entry 1 have? C6H14N2O4P2


Which of these has the highest DFT total energy? C4H12